Molecular formula: C26H27N5O3S2V
Method: DFT, ωB97M-V with the def2-TZVPD basis set

Output
HOMO-LUMO gap (spin up / spin down) = 7.803 / 7.840 eV
Energy above the lowest of the compared OMol25 structures with the same formula, charge and spin = 0.7045 eV
Molecular weight = 572.61 Da
⟨S²⟩ = 2.02
LUMO level (spin up / spin down) = -2.9312 / -2.9629 eV

Structure (ORCA input):
```
! RIJCOSX wB97M-V def2-TZVPD def2/J DEFGRID3
* xyz 1 3
V -1.309 -0.919 0.354
S -3.081 -1.808 4.463
S 0.613 3.004 -4.764
O 1.594 -0.157 0.516
O -0.897 1.163 1.388
O -5.078 -1.437 -1.535
N -0.192 -2.222 1.761
N -3.062 -0.660 -0.553
N -0.716 0.350 -1.301
N 4.028 4.931 -2.412
N -1.233 -2.635 -0.777
C -0.734 -2.373 2.986
C -4.073 -1.063 -1.042
C 2.900 -0.688 0.369
C 4.250 3.912 -3.235
C -4.304 -1.015 3.563
C 2.784 5.391 -2.322
C 0.070 1.944 -3.436
C -2.588 -1.153 1.993
C 1.714 4.852 -3.024
C 0.304 -0.008 -2.089
C -3.917 -0.737 2.285
C 1.101 -3.749 3.670
C -1.381 -3.655 -1.272
C 0.938 -2.871 1.467
C 1.620 -3.645 2.381
C -1.581 -4.932 -1.925
C -1.020 2.293 -2.649
C -2.034 -1.760 3.094
C 0.386 1.764 1.211
C 1.512 0.815 1.547
C -1.480 1.500 2.658
C 1.956 3.772 -3.858
C -0.087 -3.116 3.974
C -1.385 1.465 -1.603
C 0.725 0.749 -3.164
C 3.252 3.296 -3.980
H 5.276 3.567 -3.308
H -1.578 3.198 -2.846
H -0.768 -5.114 -2.627
H -2.529 -4.910 -2.461
H 3.213 -1.232 1.267
H 2.630 6.236 -1.659
H 1.297 -2.764 0.450
H 0.808 -0.932 -1.841
H 1.372 0.334 2.522
H -2.537 1.278 2.602
H 0.721 5.270 -2.924
H -1.339 2.566 2.842
H -5.255 -0.800 4.028
H -1.603 -5.724 -1.179
H 1.611 -4.339 4.420
H 2.530 -4.152 2.093
H 1.556 0.420 -3.772
H 0.457 2.659 1.833
H -1.032 0.919 3.464
H 0.477 2.081 0.173
H -0.536 -3.210 4.954
H -4.566 -0.247 1.574
H 2.442 1.394 1.584
H 3.618 0.111 0.167
H 2.889 -1.371 -0.480
H -2.233 1.691 -0.973
H 3.485 2.474 -4.643
*
```

---

Molecular formula: C41H44N6O5SbV
Method: DFT, ωB97M-V with the def2-TZVPD basis set

Output
HOMO-LUMO gap (spin up / spin down) = 4.220 / 4.852 eV
Molecular weight = 873.54 Da
⟨S²⟩ = 0.77
LUMO level (spin up / spin down) = -10.4411 / -9.8121 eV

Structure (ORCA input):
```
! RIJCOSX wB97M-V def2-TZVPD def2/J DEFGRID3
* xyz 3 2
Sb 0.944 -0.161 2.462
V -0.695 -0.527 -1.700
O 0.155 0.747 -2.928
O -2.293 -0.461 -2.384
O -4.798 0.126 -1.697
O -1.695 0.949 -0.507
O 0.845 1.708 -0.654
N -1.996 -2.174 -3.803
N -0.807 -1.993 -3.152
N 1.156 -1.409 -1.734
N 1.070 2.379 -4.165
N -2.363 2.811 0.578
N -1.296 -1.717 -0.209
C 2.628 -2.960 -2.810
C -3.783 2.446 0.542
C -4.688 -1.924 -4.787
C 1.854 -2.079 2.503
C 2.670 2.366 2.687
C 0.209 -2.715 -3.430
C 0.003 2.539 0.115
C 5.044 2.569 2.352
C 3.090 -4.591 2.574
C 2.151 -4.308 1.594
C 1.928 3.572 -4.307
C 0.393 -0.076 4.500
C 2.725 0.999 2.405
C -0.379 0.074 7.174
C -0.135 -1.161 6.591
C 3.962 0.432 2.087
C 0.464 1.871 -5.409
C -0.238 1.235 6.427
C -2.836 -1.310 -3.332
C 2.183 -0.942 -1.003
C 3.693 -2.464 -2.060
C -6.917 -1.238 -4.271
C -1.938 -2.068 0.673
C 3.413 -3.626 3.523
C 0.858 1.807 -3.018
C -5.138 -0.539 -2.829
C 1.389 -2.396 -2.638
C 5.115 1.213 2.066
C -6.487 -0.558 -3.150
C 0.242 -1.241 5.255
C 2.802 -2.381 3.487
C 3.465 -1.442 -1.159
C 0.138 1.160 5.093
C -6.019 -1.924 -5.101
C -2.084 4.015 1.375
C 1.537 -3.058 1.561
C -1.431 2.060 0.036
C -4.222 -1.228 -3.646
C 3.820 3.145 2.665
C 1.485 2.324 -1.746
C -2.688 -2.557 1.814
H -3.973 -2.449 -5.405
H -2.249 3.796 2.430
H 0.431 -2.214 4.817
H 1.207 1.311 -5.974
H 0.245 2.080 4.527
H -0.422 2.198 6.885
H 4.264 -1.023 -0.563
H 3.068 -1.641 4.233
H -1.070 4.375 1.247
H -7.972 -1.237 -4.514
H 2.727 3.579 -3.571
H 2.543 2.041 -1.738
H 0.795 -2.861 0.793
H 1.331 4.479 -4.226
H -2.367 -2.011 2.704
H 0.136 2.723 -6.000
H -4.137 2.263 1.556
H 4.139 -3.848 4.295
H -7.180 -0.031 -2.509
H 1.436 3.411 -1.697
H -6.375 -2.446 -5.977
H 5.941 3.174 2.344
H 0.161 -3.485 -4.193
H -0.685 0.132 8.210
H 2.382 3.540 -5.294
H -0.233 -2.065 7.178
H 1.730 2.838 2.959
H 1.967 -0.162 -0.285
H 3.764 4.200 2.907
H 0.331 2.492 1.153
H -2.497 -3.622 1.944
H -3.753 -2.394 1.645
H -4.346 3.275 0.118
H -0.384 1.237 -5.182
H 4.041 -0.631 1.891
H -3.939 1.564 -0.060
H 3.562 -5.564 2.609
H 6.073 0.757 1.846
H 4.688 -2.867 -2.194
H 0.078 3.573 -0.221
H -2.771 4.802 1.072
H 1.890 -5.063 0.862
H 2.761 -3.757 -3.530
H -3.841 0.205 -1.610
*
```

---

Question: Among the records above, which one has the lowest ⟨S²⟩?
Answer: C41H44N6O5SbV